C3H14NO4 | ωB97M-V with the def2-TZVPD basis set

Last columns: bonded neighbours and bond lengths (Å).
Positions of all 22 atoms, in Å:
1 O -0.88706 0.03237 -1.25689  C2 1.232
2 C -1.47703 -0.54215 -0.34070  O1 1.232, C3 1.567, H6 1.081
3 C -0.52338 -1.37373 0.58403  C2 1.567, N4 1.506, H7 1.136, H8 1.126
4 N 0.83741 -0.96204 0.08612  C3 1.506, C5 1.481, H9 1.117, H10 1.061
5 C 1.79834 -1.25066 1.17534  N4 1.481, H11 1.120, H12 1.045, H13 1.049
6 H -2.53129 -0.42068 -0.13647  C2 1.081
7 H -0.74571 -1.19947 1.68438  C3 1.136
8 H -0.57509 -2.48123 0.38640  C3 1.126
9 H 1.09315 -1.46440 -0.87848  N4 1.117
10 H 0.89004 0.03621 -0.26853  N4 1.061
11 H 1.60745 -2.21657 1.70883  C5 1.120
12 H 1.75350 -0.56628 1.96321  C5 1.045
13 H 2.80248 -1.39300 0.90803  C5 1.049
14 H -4.13812 -4.35724 1.52835  O16 0.944
15 H -4.53183 -3.65686 0.17138  O16 0.949
16 O -3.92858 -3.68146 0.90409  H14 0.944, H15 0.949
17 H 2.09541 5.14596 0.32589  O19 0.960
18 H 1.89506 5.46065 -1.08743  O19 0.983
19 O 1.58833 4.81062 -0.41701  H17 0.960, H18 0.983
20 H 2.29379 3.28567 -0.74059  O22 1.042
21 H 2.09481 2.19237 -1.78176  O22 0.943
22 O 2.14568 2.25951 -0.84245  H20 1.042, H21 0.943

Properties
**ΔE to the lowest compared entry with this formula, charge and spin**: 2.240 eV
**E_LUMO**: -3.34 eV
**Net charge**: +1